[1]
{
  "formula": "C2H3N3O3",
  "method": "ωB97M-V/def2-TZVPD",
  "symbols": ["O", "N", "C", "C", "N", "O", "N", "O", "H", "H", "H"],
  "xyz": [[-2.48, -0.20, -0.05], [-1.44, 0.29, -0.44], [-0.55, 0.57, 0.66], [0.90, 0.87, 0.12], [1.54, -0.37, -0.36], [2.46, -0.12, -1.03], [1.63, 1.41, 1.30], [2.76, 1.83, 1.22], [-0.90, 1.66, 0.90], [-0.81, -0.10, 1.51], [0.87, 1.65, -0.58]],
  "nbo_charge": [-0.2723, 0.1391, -0.3434, -0.1308, 0.1622, -0.2195, 0.1491, -0.2102, 0.2450, 0.2493, 0.2316],
  "e_tot_ha": -467.7138,
  "smiles": "O=NCC(N=O)N=O",
  "de_lowest_kj_mol": 657.8
}

***

[2]
{
  "formula": "C5H10N2O",
  "method": "ωB97M-V/def2-TZVPD",
  "symbols": ["C", "C", "C", "C", "N", "C", "N", "O", "H", "H", "H", "H", "H", "H", "H", "H", "H", "H"],
  "xyz": [[-1.75, 0.63, 1.37], [-1.09, 0.00, 0.40], [-0.94, -1.36, -0.16], [0.31, -0.50, 0.08], [1.18, -0.70, 1.19], [0.84, 0.22, -1.11], [1.90, 1.06, -0.87], [-0.64, 0.99, -1.49], [-1.32, 1.49, 1.87], [-2.68, 0.25, 1.75], [-1.25, -1.54, -1.18], [-1.07, -2.19, 0.52], [2.16, -0.89, 1.05], [0.92, -1.52, 1.75], [0.95, -0.34, -2.04], [1.85, 1.56, 0.02], [2.24, 1.60, -1.65], [-1.58, 1.24, -1.51]],
  "nbo_charge": [-0.4751, 0.1097, -0.4617, -0.0013, -0.8408, 0.3635, -0.7824, -1.0289, 0.1983, 0.1956, 0.2333, 0.2159, 0.3759, 0.3699, 0.2043, 0.3984, 0.3962, 0.5292],
  "e_tot_ha": -381.1020,
  "smiles": "C=C1C[C@@]1(N)[C@H](N)O",
  "de_lowest_kj_mol": 481.6
}

***

[3]
{
  "formula": "C29H31CdN11O5S",
  "method": "ωB97M-V/def2-TZVPD",
  "symbols": ["Cd", "C", "C", "C", "C", "C", "C", "N", "C", "C", "C", "C", "C", "C", "N", "N", "C", "C", "C", "C", "C", "N", "H", "H", "H", "H", "H", "H", "H", "H", "H", "H", "H", "H", "H", "O", "C", "O", "C", "C", "N", "N", "C", "C", "O", "O", "H", "H", "H", "C", "C", "N", "N", "C", "S", "N", "N", "H", "H", "H", "H", "H", "H", "C", "N", "C", "C", "C", "O", "H", "H", "H", "H", "H", "H", "H", "H", "H"],
  "xyz": [[-0.40, -0.22, 0.07], [1.20, -3.55, -4.37], [2.15, -2.74, -3.77], [2.02, -2.37, -2.43], [0.93, -2.81, -1.68], [-0.01, -3.65, -2.28], [0.13, -4.02, -3.61], [0.71, -2.31, -0.38], [1.45, -2.65, 0.64], [2.57, -3.57, 0.57], [3.26, -3.91, 1.69], [2.93, -3.39, 2.98], [1.90, -2.53, 3.11], [1.15, -2.12, 1.96], [0.15, -1.23, 2.01], [-0.30, -0.78, 3.11], [-1.46, 0.00, 2.95], [-1.97, 0.63, 4.08], [-3.19, 1.26, 4.00], [-3.89, 1.25, 2.80], [-3.29, 0.65, 1.72], [-2.10, 0.06, 1.77], [1.30, -3.83, -5.41], [3.01, -2.39, -4.34], [2.77, -1.75, -1.95], [-0.85, -3.99, -1.69], [-0.61, -4.66, -4.07], [2.85, -3.97, -0.39], [4.10, -4.59, 1.60], [3.51, -3.69, 3.85], [1.62, -2.10, 4.06], [-1.39, 0.59, 5.00], [-3.60, 1.75, 4.87], [-4.87, 1.70, 2.71], [-3.78, 0.63, 0.75], [-1.68, 5.80, 1.32], [-2.69, 5.44, 0.55], [-3.66, 6.14, 0.37], [-2.61, 4.10, -0.11], [-3.63, 3.58, -0.87], [-3.20, 2.38, -1.31], [-1.96, 2.09, -0.90], [-1.59, 3.12, -0.16], [-0.22, 3.04, 0.47], [0.12, 3.96, 1.24], [0.48, 2.03, 0.16], [-0.94, 5.12, 1.30], [-4.60, 3.99, -1.09], [-3.69, 1.71, -1.88], [1.25, 0.82, -4.99], [0.01, 0.13, -4.55], [-0.88, -0.40, -5.32], [-1.82, -0.89, -4.43], [-1.53, -0.69, -3.14], [-2.43, -1.11, -1.79], [-0.34, -0.01, -3.22], [0.38, 0.36, -2.12], [1.31, 0.78, -6.07], [2.13, 0.33, -4.57], [1.25, 1.86, -4.66], [-2.61, -1.41, -4.77], [1.34, 0.02, -2.14], [0.36, 1.36, -1.92], [4.96, -0.21, -0.42], [4.48, 0.53, 0.73], [5.42, 1.22, 1.61], [3.14, 0.56, 0.95], [2.65, 1.33, 2.14], [2.37, 0.00, 0.17], [6.04, -0.21, -0.42], [4.60, 0.24, -1.35], [4.60, -1.24, -0.39], [6.41, 1.16, 1.16], [5.47, 0.77, 2.60], [5.17, 2.28, 1.72], [3.26, 1.15, 3.03], [1.62, 1.05, 2.35], [2.66, 2.40, 1.91]],
  "lowdin_charge": [1.3798, -0.1040, -0.0984, -0.0682, -0.3304, -0.0492, -0.0873, 0.0066, -0.2594, -0.0225, -0.0782, -0.1005, -0.0333, -0.2405, -0.0618, 0.0625, -0.3335, -0.0131, -0.0561, -0.0590, -0.1557, 0.0327, 0.0987, 0.1006, 0.0965, 0.1046, 0.1025, 0.1055, 0.1029, 0.0940, 0.1032, 0.1116, 0.1109, 0.1055, 0.0879, 0.1200, -0.5115, 0.0859, -0.0561, -0.0084, 0.0008, 0.0473, -0.1573, -0.5736, 0.0362, -0.1271, 0.0505, 0.1379, 0.1297, 0.0066, -0.3328, 0.1366, 0.0317, -0.8005, 0.5624, -0.0690, 0.0608, 0.0892, 0.0764, 0.0901, 0.1506, 0.0771, 0.0829, -0.0380, -0.1358, -0.0478, -0.4819, 0.0083, -0.0413, 0.0824, 0.0871, 0.0776, 0.0815, 0.0896, 0.0919, 0.0810, 0.0581, 0.0958],
  "e_tot_ha": -2668.2236,
  "de_lowest_kj_mol": 29.3
}

***

[4]
{
  "formula": "C3H4N2O4",
  "method": "ωB97M-V/def2-TZVPD",
  "symbols": ["C", "C", "C", "N", "N", "O", "O", "O", "O", "H", "H", "H", "H"],
  "xyz": [[-0.23, -1.66, -1.72], [0.24, -0.66, -0.75], [-0.19, 0.17, 0.52], [0.29, 1.39, 0.59], [-0.92, -0.36, 1.60], [0.09, 2.22, 1.48], [1.17, 1.81, -0.37], [-1.41, -1.44, 1.47], [-1.11, 0.41, 2.52], [-1.13, -2.20, -1.58], [0.28, -2.06, -2.57], [1.24, -0.27, -0.97], [1.68, 2.66, -0.24]],
  "nbo_charge": [-0.3238, -0.2431, 0.1285, 0.4172, 0.5059, -0.3713, -0.5514, -0.3641, -0.3511, 0.1952, 0.2108, 0.2176, 0.5296],
  "e_tot_ha": -526.8732,
  "de_lowest_kj_mol": 940.2
}

***

[5]
{
  "formula": "C6H10",
  "method": "ωB97M-V/def2-TZVPD",
  "symbols": ["C", "C", "C", "C", "C", "C", "H", "H", "H", "H", "H", "H", "H", "H", "H", "H"],
  "xyz": [[1.11, 1.40, 0.63], [0.58, 0.19, 0.48], [1.54, -0.99, 0.34], [-0.85, -0.03, 0.13], [-1.37, -1.26, 0.27], [-1.37, 0.90, -0.98], [0.61, 2.30, 0.28], [2.15, 1.51, 0.92], [2.52, -0.65, 0.68], [1.18, -1.86, 0.87], [1.70, -1.16, -0.73], [-2.43, -1.45, 0.33], [-0.78, -2.15, 0.46], [-2.25, 0.43, -1.41], [-1.74, 1.83, -0.55], [-0.60, 1.00, -1.73]],
  "nbo_charge": [-0.4072, -0.0034, -0.6357, -0.0165, -0.3787, -0.6355, 0.1976, 0.1931, 0.2143, 0.2101, 0.2192, 0.1970, 0.1912, 0.2155, 0.2132, 0.2258],
  "e_tot_ha": -234.5346,
  "smiles": "C=C(C)C(=C)C",
  "de_lowest_kj_mol": 178.3
}

***

[6]
{
  "formula": "CH7NO",
  "method": "ωB97M-V/def2-TZVPD",
  "symbols": ["C", "O", "H", "H", "H", "H", "N", "H", "H", "H"],
  "xyz": [[-0.56, -1.70, -0.21], [-1.39, -0.56, -0.02], [-1.11, -2.55, -0.51], [-0.17, -2.04, 0.76], [0.26, -1.51, -0.87], [-0.89, 0.17, 0.45], [0.67, 1.94, 0.21], [1.15, 1.27, -0.44], [0.70, 2.82, -0.33], [1.34, 2.15, 0.96]],
  "nbo_charge": [-0.2425, -0.7437, 0.1813, 0.1533, 0.1537, 0.4924, -1.0760, 0.3606, 0.3620, 0.3589],
  "e_tot_ha": -172.2656,
  "smiles": "CO.N",
  "de_lowest_kj_mol": 32.9
}

***

[7]
{
  "formula": "C3H9NS",
  "method": "ωB97M-V/def2-TZVPD",
  "symbols": ["C", "C", "N", "C", "S", "H", "H", "H", "H", "H", "H", "H", "H", "H"],
  "xyz": [[0.04, -0.23, 1.57], [0.31, 0.36, 0.17], [1.26, -0.46, -0.61], [-1.04, 0.45, -0.58], [-0.93, 0.99, -2.31], [-0.90, 0.14, 1.98], [0.84, 0.07, 2.25], [0.09, -1.30, 1.42], [0.66, 1.40, 0.11], [1.93, -0.83, 0.07], [0.75, -1.30, -0.90], [-1.42, -0.58, -0.56], [-1.75, 1.07, -0.04], [0.15, 0.23, -2.57]],
  "nbo_charge": [-0.6296, -0.0651, -0.8260, -0.5153, -0.0531, 0.2149, 0.2152, 0.2064, 0.1950, 0.3555, 0.3404, 0.1926, 0.2260, 0.1431],
  "e_tot_ha": -572.6299,
  "smiles": "C[C@@H](N)CS",
  "de_lowest_kj_mol": 26.8
}

***

[8]
{
  "formula": "H42O21",
  "method": "ωB97M-V/def2-TZVPD",
  "symbols": ["O", "H", "H", "O", "H", "H", "O", "H", "H", "O", "H", "H", "O", "H", "H", "O", "H", "H", "O", "H", "H", "O", "H", "H", "O", "H", "H", "O", "H", "H", "O", "H", "H", "O", "H", "H", "O", "H", "H", "O", "H", "H", "O", "H", "H", "O", "H", "H", "O", "H", "H", "O", "H", "H", "O", "H", "H", "O", "H", "H", "O", "H", "H"],
  "xyz": [[2.98, 0.58, -1.39], [3.34, 0.13, -0.61], [3.07, 1.55, -1.22], [0.44, 0.68, -0.79], [0.18, 1.64, -0.90], [1.39, 0.61, -1.02], [-0.65, -0.68, -2.74], [-0.74, -1.55, -2.29], [-0.27, -0.11, -2.02], [-2.73, 0.04, 1.31], [-2.85, 0.01, 0.31], [-2.97, -0.88, 1.63], [-0.29, 3.20, -0.77], [-1.20, 3.18, -1.06], [-0.35, 3.23, 0.23], [-2.92, 2.67, -1.10], [-3.52, 3.24, -1.54], [-3.07, 2.74, -0.14], [-3.04, -0.04, -1.35], [-2.29, -0.26, -1.95], [-3.15, 0.90, -1.39], [-3.72, -2.76, -0.80], [-2.90, -3.14, -1.15], [-3.70, -1.85, -1.14], [3.64, -0.71, 0.87], [3.16, -1.56, 0.79], [4.57, -0.92, 1.12], [2.46, -3.05, 0.65], [2.37, -3.25, -0.30], [1.57, -2.97, 0.96], [-0.14, -2.52, 1.26], [-0.08, -1.55, 1.47], [-1.02, -2.78, 1.57], [2.23, 3.22, 1.99], [2.79, 3.71, 2.57], [2.31, 2.28, 2.32], [1.92, -3.39, -1.98], [2.05, -2.51, -2.45], [2.36, -4.06, -2.49], [-3.00, -2.59, 1.71], [-3.61, -3.08, 2.25], [-3.32, -2.73, 0.77], [2.67, 3.14, -0.65], [1.89, 3.54, -1.02], [2.52, 3.17, 0.33], [-0.12, 0.11, 1.69], [-1.14, 0.12, 1.71], [0.15, 0.27, 0.78], [2.05, -1.11, -3.29], [2.51, -0.44, -2.69], [1.13, -0.93, -3.28], [2.35, 0.71, 2.76], [1.46, 0.41, 2.64], [2.89, 0.21, 2.11], [-3.10, 2.72, 1.55], [-2.18, 2.98, 1.81], [-3.16, 1.73, 1.61], [-0.44, 2.84, 1.89], [-0.30, 1.89, 1.98], [0.47, 3.23, 2.16], [-0.67, -3.06, -1.32], [0.20, -3.38, -1.62], [-0.46, -2.82, -0.38]],
  "nbo_charge": [-1.0158, 0.5090, 0.5253, -1.0354, 0.5150, 0.5048, -1.0303, 0.4988, 0.4952, -1.0422, 0.5137, 0.5213, -1.0111, 0.5046, 0.5035, -1.0063, 0.4877, 0.5136, -1.0185, 0.5157, 0.5104, -0.9640, 0.5056, 0.5083, -1.0054, 0.5188, 0.4975, -0.9945, 0.5041, 0.5007, -1.0185, 0.5070, 0.5139, -1.0005, 0.4908, 0.5149, -1.0174, 0.5180, 0.4902, -1.0121, 0.4891, 0.5120, -0.9994, 0.4951, 0.5030, -1.0590, 0.5207, 0.5127, -0.9932, 0.5122, 0.4990, -0.9912, 0.5008, 0.5060, -1.0108, 0.5092, 0.5074, -1.0196, 0.5012, 0.5226, -1.0379, 0.5069, 0.4966],
  "e_tot_ha": -1605.4241,
  "de_lowest_kj_mol": 0.0
}